1.
{"formula": "C23H32MnN9O3PSe", "method": "ωB97M-V/def2-TZVPD", "species": ["Se", "Mn", "P", "O", "O", "O", "N", "N", "N", "N", "N", "N", "N", "N", "N", "C", "C", "C", "C", "C", "C", "C", "C", "C", "C", "C", "C", "C", "C", "C", "C", "C", "C", "C", "C", "C", "C", "C", "H", "H", "H", "H", "H", "H", "H", "H", "H", "H", "H", "H", "H", "H", "H", "H", "H", "H", "H", "H", "H", "H", "H", "H", "H", "H", "H", "H", "H", "H", "H", "H"], "positions_angstrom": [[-0.77379, -1.76672, -5.19521], [0.43389, 0.12768, -0.70595], [-1.33563, -0.13033, 2.68970], [2.79929, 0.64786, -1.12621], [-0.78093, 2.31709, -1.36888], [0.85240, 0.80369, -2.96619], [0.51795, -2.15282, 3.22944], [0.24415, -2.16234, -1.51828], [0.38492, 1.57771, 1.20755], [-3.59249, -0.50633, 1.07186], [-0.32193, 2.44158, 3.11313], [-1.74716, -0.29609, -0.11183], [-0.61212, -1.27669, -3.52052], [0.98603, -1.06591, 1.36462], [-0.06362, -3.32167, -4.90880], [3.17274, 1.19923, -2.38304], [0.54834, 3.33073, 2.57339], [0.68581, -3.27071, -0.95385], [-0.03348, -2.25796, -2.83764], [0.04415, 1.82249, -3.53649], [2.18531, 0.67012, -3.42294], [3.80321, 0.85595, -0.14601], [0.77664, -4.57098, -2.98007], [-3.94299, -0.59209, -0.23438], [1.99666, -1.92909, 1.63875], [-1.04091, 2.56229, 4.35213], [0.95622, -4.47538, -1.62521], [-0.39946, 1.38934, 2.26414], [-0.22782, 2.93214, -2.52462], [-1.50666, 3.24081, -0.57963], [-2.25224, -0.32592, 1.11608], [-4.48662, -0.58359, 2.19622], [1.71766, -2.61012, 2.79353], [0.97328, 2.78399, 1.39129], [0.10021, -1.21478, 2.34621], [-0.17270, -2.61826, 4.40216], [0.25231, -3.43697, -3.62620], [-2.78949, -0.46473, -0.96043], [-0.70380, 1.80779, 5.06501], [2.32950, 1.16668, -4.38856], [-1.21814, -2.82253, 4.17189], [-1.87167, 2.70374, 0.29117], [0.84111, -3.23362, 0.11195], [2.35742, -0.40753, -3.54289], [-0.12954, -1.87675, 5.20132], [4.70574, 0.28900, -0.39747], [0.49250, 2.22657, -4.44896], [-4.40925, 0.31505, 2.80575], [0.99521, -5.46301, -3.54384], [0.79331, 4.26303, 3.04099], [-4.95998, -0.71924, -0.54303], [3.39856, 0.51131, 0.80266], [0.69141, 3.47509, -2.25725], [1.66864, 3.18472, 0.68102], [0.30168, -3.53589, 4.74503], [3.15302, 2.29778, -2.32743], [-2.10886, 2.42146, 4.18119], [-0.87532, 3.54675, 4.78266], [-0.94210, 3.64308, -2.95702], [2.26504, -3.36768, 3.31588], [-2.35432, 3.64637, -1.14104], [2.85468, -2.01321, 1.00206], [4.06234, 1.91664, -0.07141], [-4.25708, -1.44810, 2.81924], [4.18783, 0.88172, -2.65152], [-5.50692, -0.67626, 1.83794], [-0.91090, 1.34209, -3.78204], [-2.64234, -0.49762, -2.02324], [1.30952, -5.31473, -1.04748], [-0.86839, 4.06411, -0.25039]], "forces_ev_per_angstrom": [[0.0, -0.1, 0.4], [-0.6, -0.8, 2.0], [0.3, 0.1, -0.8], [-0.8, -0.2, -0.1], [0.3, -0.2, -0.4], [0.0, 0.3, 0.8], [0.2, 0.2, -0.6], [0.5, 0.6, 0.7], [-0.2, -0.3, -0.6], [0.5, 0.1, -0.3], [0.2, -0.2, -0.6], [1.2, 0.3, 0.0], [-0.2, 0.3, 0.8], [-0.6, 0.2, -0.7], [0.4, -1.3, -0.3], [-0.4, 0.1, -0.5], [0.3, 0.2, -0.3], [-0.3, 0.8, 0.1], [-0.5, 0.1, -1.5], [-0.5, 0.3, 0.2], [0.6, -0.2, 0.3], [0.1, 0.0, 0.4], [0.2, -0.2, 0.6], [0.0, 0.0, -0.5], [0.2, -0.1, 0.3], [-0.4, 0.0, 0.7], [-0.1, -0.5, -0.8], [-0.2, -0.4, -0.1], [0.2, -0.3, -0.3], [-0.2, 0.1, 0.2], [0.5, 0.1, 0.4], [-0.4, -0.1, 0.6], [0.4, 0.0, -0.3], [0.1, 0.2, 0.2], [-0.3, 0.2, -0.1], [-0.4, -0.1, 0.7], [-0.4, 1.0, -0.4], [-0.3, -0.1, -0.1], [0.0, 0.1, 0.0], [0.0, -0.1, 0.2], [0.1, 0.0, 0.0], [-0.1, 0.0, 0.0], [0.1, 0.1, 0.1], [0.0, 0.1, -0.1], [0.0, -0.1, 0.0], [-0.1, 0.0, 0.0], [0.0, -0.1, 0.1], [-0.1, 0.0, 0.0], [0.0, -0.1, 0.0], [0.0, 0.1, 0.1], [-0.2, -0.1, -0.1], [0.1, 0.0, 0.0], [-0.1, 0.0, 0.0], [0.1, 0.1, -0.1], [-0.1, 0.1, 0.0], [0.0, -0.1, 0.0], [0.1, 0.1, 0.0], [0.0, 0.0, -0.1], [0.1, 0.0, 0.0], [0.1, -0.1, 0.1], [0.1, -0.1, 0.0], [0.2, -0.1, -0.1], [0.0, 0.0, 0.0], [0.0, 0.0, -0.1], [-0.1, 0.0, 0.0], [0.0, 0.0, 0.0], [0.1, 0.1, 0.0], [0.0, 0.0, -0.1], [0.1, -0.1, 0.0], [0.0, 0.0, 0.0]], "lowdin_spin": [0.00, 0.98, 0.00, 0.00, 0.02, 0.01, 0.00, 0.00, 0.00, 0.00, 0.00, -0.01, 0.00, 0.00, 0.00, 0.00, 0.00, 0.00, 0.00, 0.00, 0.00, 0.00, 0.00, 0.00, 0.00, 0.00, 0.00, 0.00, 0.00, 0.00, 0.00, 0.00, 0.00, 0.00, 0.00, 0.00, 0.00, 0.00, 0.00, 0.00, 0.00, 0.00, 0.00, 0.00, 0.00, 0.00, 0.00, 0.00, 0.00, 0.00, 0.00, 0.00, 0.00, 0.00, 0.00, 0.00, 0.00, 0.00, 0.00, 0.00, 0.00, 0.00, 0.00, 0.00, 0.00, 0.00, 0.00, 0.00, 0.00, 0.00], "spin_multiplicity": 2, "e_above_lowest_kcal_mol": 43.0, "charge": 2, "e_homo_ev": [-13.97, -13.97], "largest_force_ev_per_a": 2.200, "energy_ev": -149863.5712}



2.
{"formula": "C23H32N11OSeV", "method": "ωB97M-V/def2-TZVPD", "species": ["Se", "V", "O", "N", "N", "N", "N", "N", "N", "N", "N", "N", "N", "N", "C", "C", "C", "C", "C", "C", "C", "C", "C", "C", "C", "C", "C", "C", "C", "C", "C", "C", "C", "C", "C", "C", "C", "H", "H", "H", "H", "H", "H", "H", "H", "H", "H", "H", "H", "H", "H", "H", "H", "H", "H", "H", "H", "H", "H", "H", "H", "H", "H", "H", "H", "H", "H", "H", "H"], "positions_angstrom": [[2.17199, -0.03588, -2.20902], [-0.08619, 0.12540, 0.51189], [-1.89558, -0.46104, 0.40978], [2.30427, -1.43736, -4.67880], [1.35487, -0.88589, 1.65702], [1.61125, -2.55243, 3.36044], [-1.60767, 0.24573, 4.97605], [-3.71658, 2.15744, 1.45143], [-1.64104, -0.59081, 1.71326], [4.19604, -1.51049, -3.61823], [0.44709, 2.84670, -1.13531], [0.88208, -3.15158, 1.34219], [1.37983, 1.62618, 0.60866], [2.51186, 3.41084, -0.57275], [-2.25393, 0.30964, 2.48501], [2.52058, 1.23381, 1.43663], [3.00022, -2.77280, -6.72691], [5.32219, -3.46789, -6.56981], [1.48183, 2.57516, -0.29099], [5.48241, -2.85860, -5.33597], [0.90278, 3.68924, -2.23330], [1.34076, -3.98893, 3.46683], [-0.65507, 1.94228, -1.31836], [-3.07868, 1.33626, 1.94523], [5.23195, -1.31635, -2.62432], [4.37600, -2.20904, -4.81259], [1.29071, -2.11267, 2.11465], [-1.93304, 0.27348, 3.87239], [2.06821, 0.15149, 2.40177], [1.12528, -4.41716, 2.01956], [3.58329, 3.81856, 0.32435], [2.93271, -1.04229, -3.55090], [2.09452, 4.37904, -1.58982], [0.90450, -3.14276, -0.10232], [1.40308, -1.74863, 4.56643], [4.10342, -3.42550, -7.25182], [3.16383, -2.16565, -5.49291], [2.17326, -4.50713, 3.93948], [0.65594, -0.97608, 4.40398], [0.75154, -2.14041, -0.49203], [0.44358, -4.15116, 4.06832], [4.78581, -0.84307, -1.75460], [-1.40467, 2.41394, -1.95197], [2.32993, -1.29954, 4.91951], [1.02492, -2.40133, 5.35051], [5.65503, -2.28008, -2.34363], [6.42740, -2.88829, -4.81092], [4.23899, 2.99031, 0.57260], [-1.21311, 1.79532, -0.38016], [2.88921, 2.06467, 2.03910], [1.20651, 3.07119, -3.08394], [1.80378, 5.32185, -1.11540], [2.90577, 4.56877, -2.28958], [3.33154, 0.86312, 0.80195], [1.43125, 0.62192, 3.15877], [2.94494, -0.25097, 2.91434], [3.20195, 4.27578, 1.24030], [4.17752, 4.56258, -0.20088], [6.01960, -0.67789, -3.02409], [1.34329, -1.20425, -4.86036], [2.01325, -4.90028, 1.59866], [4.02055, -3.91288, -8.21347], [6.15888, -3.98673, -7.01678], [0.27961, -5.09373, 1.90446], [1.86974, -3.49243, -0.48534], [0.12408, 4.38345, -2.54201], [-0.37241, 0.99814, -1.80694], [0.11591, -3.79140, -0.48087], [2.05863, -2.73959, -7.25781]], "forces_ev_per_angstrom": [[0.1, 0.1, 0.1], [0.9, -0.1, -0.7], [0.1, 0.1, -0.3], [0.0, 0.0, 0.0], [-0.2, 0.3, -0.1], [0.0, 0.0, 0.0], [0.0, 0.0, 0.0], [0.1, 0.0, 0.0], [-0.3, 0.0, 0.8], [0.0, 0.0, 0.0], [0.0, 0.0, 0.0], [0.0, 0.0, 0.0], [-0.3, -0.3, 0.0], [0.0, -0.1, 0.0], [0.0, -0.1, 0.1], [0.0, 0.1, 0.2], [0.0, 0.0, 0.0], [0.0, 0.0, 0.0], [0.0, 0.2, 0.0], [0.0, 0.0, 0.0], [0.0, 0.0, 0.0], [0.0, 0.0, 0.0], [-0.3, 0.1, 0.1], [-0.1, 0.0, -0.1], [0.0, 0.0, 0.0], [0.0, 0.0, 0.0], [0.0, 0.0, 0.0], [0.0, 0.0, 0.0], [0.1, 0.0, 0.1], [0.0, 0.0, 0.0], [0.0, 0.0, 0.0], [0.0, -0.1, 0.0], [0.0, 0.0, 0.0], [0.0, 0.0, 0.0], [0.1, 0.0, 0.0], [0.0, 0.0, 0.0], [0.0, 0.0, 0.0], [0.0, 0.0, 0.0], [0.0, 0.0, 0.0], [0.0, 0.0, 0.0], [0.0, 0.0, 0.0], [0.0, 0.0, 0.0], [0.0, 0.0, -0.1], [0.0, 0.0, 0.0], [0.0, 0.0, 0.0], [0.0, 0.0, 0.0], [0.0, 0.0, 0.0], [0.0, 0.0, 0.0], [0.0, 0.0, 0.1], [0.0, 0.0, 0.0], [0.0, 0.0, 0.0], [0.0, 0.0, 0.0], [0.0, 0.0, 0.0], [0.0, 0.0, 0.0], [0.0, 0.0, 0.0], [0.0, 0.0, 0.0], [0.0, 0.0, 0.0], [0.0, 0.0, 0.0], [0.0, 0.0, 0.0], [0.0, 0.0, 0.0], [0.0, 0.0, 0.0], [0.0, 0.0, 0.0], [0.0, 0.0, 0.0], [0.0, 0.0, 0.0], [0.0, 0.0, 0.0], [0.0, 0.0, 0.0], [0.1, 0.0, 0.0], [0.0, 0.0, 0.0], [0.0, 0.0, 0.0]], "lowdin_spin": [0.01, 2.52, -0.09, 0.00, 0.01, 0.00, 0.08, 0.09, 0.02, 0.00, 0.00, 0.00, 0.00, 0.00, 0.20, 0.01, 0.00, 0.00, 0.00, 0.00, 0.00, 0.00, 0.02, 0.03, 0.00, 0.00, 0.00, 0.02, 0.01, 0.00, 0.00, 0.00, 0.00, 0.01, 0.00, 0.00, 0.00, 0.00, 0.00, 0.01, 0.00, 0.00, 0.00, 0.00, 0.00, 0.00, 0.00, 0.00, 0.00, 0.00, 0.00, 0.00, 0.00, 0.00, 0.00, 0.00, 0.00, 0.00, 0.00, 0.00, 0.00, 0.00, 0.00, 0.00, 0.00, 0.00, 0.01, 0.00, 0.00], "spin_multiplicity": 4, "e_above_lowest_kcal_mol": 30.5, "charge": 1, "e_homo_ev": [-10.00, -10.47], "largest_force_ev_per_a": 1.093, "energy_ev": -133836.6330}